1.
The following is a quantum chemistry calculation of one molecule with the formula C4HClN2 at a distorted geometry, from the Open Molecules 2025 dataset.

Its LUMO energy is -0.658 eV. As for the total energy: -722.5701 Ha. The HOMO-LUMO gap comes out at 8.99 eV. Its energy above the lowest of the compared OMol25 structures with the same formula, charge and spin is 221.8 kJ/mol. As for the HOMO energy: -9.65 eV. Its spin multiplicity is 1. Its total charge is 0.

Cartesian coordinates (Å):
Cl -0.543 3.195 0.958
N -0.845 -0.930 -0.663
N 1.262 -0.477 0.169
C 0.082 1.704 0.614
C -1.972 -0.552 -0.812
C 0.411 -1.329 -0.275
C 0.883 0.808 0.327
H 0.722 -2.419 -0.319

Atomic forces in eV per Å
Cl 0.09 -0.47 -0.04
N -2.74 0.08 -0.26
N 0.05 -0.33 -0.08
C 1.82 -0.35 -0.53
C 2.54 -0.78 0.24
C 1.29 -0.25 0.26
C -2.27 0.56 0.58
H -0.76 1.53 -0.16

---

2.
The following is a quantum chemistry calculation of C3H8OP2 as an isolated structure at a distorted geometry, from the Open Molecules 2025 dataset.

Its LUMO energy is -0.039 eV. As for the total energy: -876.9300 Ha. The HOMO-LUMO gap comes out at 8.60 eV. Its energy above the lowest of the compared OMol25 structures with the same formula, charge and spin is 105.8 kJ/mol. As for the HOMO energy: -8.64 eV. Its spin multiplicity is 1. Its total charge is 0.

Cartesian coordinates (Å):
P -0.247 0.727 1.530
P -0.307 -2.387 -0.085
O 1.541 -0.118 -0.165
C 0.602 1.883 -1.042
C 0.732 0.800 -0.021
C -1.351 -1.077 0.476
H -1.932 -1.464 1.306
H 0.615 -2.376 0.877
H 0.318 -1.611 -0.946
H 0.493 -0.171 2.037
H -0.452 2.288 -0.845
H 0.686 1.575 -2.009
H 1.324 2.651 -0.800
H -2.023 -0.720 -0.312

Atomic forces in eV per Å
P -4.39 1.34 -2.87
P -2.15 -1.74 -0.58
O -0.16 1.18 -0.26
C -2.80 1.36 3.39
C 2.07 -1.67 0.05
C -0.09 1.81 1.68
H -0.26 0.41 0.22
H 1.44 0.02 1.39
H 1.54 0.81 -1.80
H 2.64 -2.93 1.74
H 1.41 -0.01 -0.65
H 0.42 -1.05 -2.57
H 0.12 0.28 -0.01
H 0.22 0.18 0.28

---

3.
The following is a quantum chemistry calculation of a 9-piece molecular cluster, C11H40O9 overall at a distorted geometry, from the Open Molecules 2025 dataset.

Its LUMO energy is 0.275 eV. As for the total energy: -1120.0316 Ha. The HOMO-LUMO gap comes out at 10.33 eV. Its energy above the lowest of the compared OMol25 structures with the same formula, charge and spin is 509.2 kJ/mol. As for the HOMO energy: -10.06 eV. Its spin multiplicity is 1. The SMILES is CCO.CCO.CO.CO.CO.CO.CO.CO.CO. Its total charge is 0.

Cartesian coordinates (Å):
O -3.010 -4.910 -2.175
O -1.477 1.828 -4.184
O 4.191 -2.697 -5.382
O 2.735 3.395 -3.223
O -0.958 -1.158 -1.407
O -1.304 -4.431 5.518
O -4.220 6.161 0.673
O 3.419 -3.840 1.641
O 2.469 -0.302 6.070
C 1.075 1.788 6.056
C -2.835 2.102 -4.441
C 3.246 3.563 -1.936
C -3.760 5.455 -0.423
C -1.438 -0.681 -0.148
C 2.078 3.336 -1.017
C -3.522 -5.099 -3.442
C 2.170 0.913 5.434
C -1.899 -3.168 5.345
C 2.404 -2.986 1.333
C 3.403 -2.338 -4.189
H -3.617 -6.177 -3.572
H -2.983 -3.220 5.238
H -2.993 2.489 -5.448
H 4.028 2.846 -1.687
H -1.982 0.250 -0.305
H 3.309 -0.689 5.814
H -1.769 -4.927 6.196
H 1.509 2.424 -1.198
H -3.087 2.869 -3.709
H -2.725 -4.746 -4.096
H -1.117 -0.496 -2.084
H -4.408 -4.507 -3.671
H 3.414 3.432 -3.900
H 2.666 -2.225 0.598
H 1.387 4.154 -1.221
H 2.096 -2.509 2.263
H 3.082 -4.727 1.787
H -1.954 -1.465 0.408
H -4.627 4.909 -0.795
H 1.593 -3.545 0.866
H 3.120 1.446 5.468
H 4.031 -2.126 -6.137
H 1.305 1.937 7.111
H 3.719 -1.329 -3.923
H -2.963 4.837 -0.010
H -0.507 -0.565 0.405
H 3.583 4.580 -1.736
H -4.838 6.764 0.254
H -2.669 -4.015 -2.107
H -0.954 2.548 -4.545
H 2.462 3.424 -0.001
H 2.318 -2.393 -4.280
H -1.407 -2.593 4.561
H -3.359 6.059 -1.237
H 3.671 -3.034 -3.395
H -1.720 -2.589 6.250
H -3.384 1.184 -4.229
H 1.046 2.750 5.544
H 0.098 1.307 6.015
H 1.854 0.736 4.405

Atomic forces in eV per Å
O -0.01 0.24 1.97
O 0.80 -0.56 -0.31
O -0.73 -0.55 1.14
O -0.16 -0.04 -1.13
O -0.52 -0.53 -0.46
O 0.35 -0.50 -0.63
O -0.50 1.60 0.46
O 2.27 -1.36 0.07
O -1.25 -0.89 1.17
C 0.53 -1.02 0.72
C 0.27 0.49 0.77
C -0.39 -0.49 0.71
C 0.39 -1.15 -0.20
C 1.49 -0.25 -0.34
C -0.22 0.68 0.18
C 1.10 0.13 -1.09
C 0.69 0.70 -0.63
C 0.00 0.56 1.23
C -1.73 0.62 -0.18
C 1.11 0.21 -1.05
H -0.50 0.18 -0.22
H -0.03 -0.01 -0.50
H -0.23 -0.25 -0.08
H 0.32 -0.01 -0.25
H -0.14 -0.16 0.58
H -0.06 0.43 -0.30
H -0.07 0.15 0.00
H 0.44 -0.21 0.10
H -0.85 0.11 -0.12
H -0.21 -0.22 -0.88
H 0.00 0.04 0.01
H -0.39 -0.33 0.13
H 0.18 0.07 0.12
H 0.50 0.02 0.10
H -0.19 0.07 0.31
H -0.59 0.37 -0.15
H 0.01 0.14 0.00
H -0.62 0.12 -0.42
H 0.42 -0.73 -0.46
H -0.48 0.23 0.16
H -0.14 0.68 -0.52
H -0.37 0.25 0.31
H -0.04 0.23 0.05
H -0.31 0.02 0.37
H -0.11 -0.46 -0.58
H -0.21 0.79 0.56
H 0.40 0.12 -0.25
H -0.33 0.46 0.76
H 0.05 0.04 0.12
H 0.16 -0.03 0.09
H -0.42 -0.20 0.19
H 0.01 0.04 -0.53
H -0.16 -0.51 -0.30
H 0.14 0.27 0.02
H 0.27 0.04 -0.22
H -0.07 0.32 0.19
H -0.15 0.18 -0.27
H 0.00 -0.10 -0.01
H -0.01 0.03 -0.17
H 0.28 -0.06 -0.32

---

4.
The following is a quantum chemistry calculation of one molecule with the formula C5H10O2 at a distorted geometry, from the Open Molecules 2025 dataset.

Its LUMO energy is 1.008 eV. As for the total energy: -346.9240 Ha. The HOMO-LUMO gap comes out at 10.57 eV. Its energy above the lowest of the compared OMol25 structures with the same formula, charge and spin is 266.4 kJ/mol. As for the HOMO energy: -9.57 eV. Its spin multiplicity is 1. The SMILES is C[C@H]1OCC[C@H]1O. Its total charge is 0.

Cartesian coordinates (Å):
O 0.060 1.209 -0.557
O -0.140 -1.935 -0.401
C -0.341 -0.899 0.547
C -1.261 1.341 -0.084
C 1.968 -0.084 -0.686
C -1.604 -0.023 0.513
C 0.778 0.264 0.233
H 2.668 -0.799 -0.244
H 1.619 -0.451 -1.660
H 0.792 -1.924 -0.649
H -0.766 -1.556 1.387
H -1.312 2.139 0.678
H -1.906 1.633 -0.916
H 1.164 0.765 1.134
H 2.536 0.828 -0.916
H -1.867 0.112 1.569
H -2.388 -0.619 0.051

Atomic forces in eV per Å
O 0.02 -0.15 0.06
O -0.44 0.15 -1.08
C -0.25 -0.02 0.19
C -0.27 -0.06 -0.02
C -0.06 -0.14 0.20
C -0.28 -0.11 -0.14
C 0.02 -0.38 0.29
H -0.10 -0.01 0.05
H -0.03 -0.01 0.29
H -0.33 -0.07 -0.06
H 2.50 1.19 0.52
H -0.02 -0.24 -0.13
H 0.17 -0.03 -0.01
H -0.25 -0.23 0.09
H -0.25 -0.17 0.29
H -0.13 -0.08 -0.26
H -0.28 0.36 -0.27